Model A:
Computed, not measured: an isolated molecule of C2H5N3O2S, with ωB97M-V/def2-TZVPD.

Geometry (Å):
N -3.40 -0.55 0.29
N -2.05 -0.64 -0.24
C -1.32 0.47 -0.11
O -1.66 1.57 0.16
N 0.07 0.38 -0.45
O 0.56 -0.88 -0.09
C 1.90 -0.85 0.12
S 3.08 0.31 0.07
H -3.43 0.15 1.09
H -4.05 -0.42 -0.64
H -1.47 -1.68 -0.09
H 0.61 1.19 -0.13
H 2.02 -1.81 0.73

Results
SMILES string = NNC(=O)NOC=S
multiplicity = 1
E_LUMO = -0.0061 Ha
Kohn-Sham gap = 0.3453 Ha
net charge = 0
molar mass = 135.15 g mol⁻¹



Model B:
Computed, not measured: an isolated molecule of C2H5N3O2S, with ωB97M-V/def2-TZVPD.

Geometry (Å):
N 0.66 1.78 0.12
N -0.05 0.94 -0.74
C 0.03 -0.36 -0.39
N 0.99 -0.97 0.27
S 2.70 -0.54 0.10
O -1.10 -1.03 -0.72
C -2.16 -0.85 0.09
O -2.22 0.09 0.92
H 1.65 1.60 -0.01
H 0.57 1.37 1.13
H -0.98 1.28 -1.21
H 2.91 -1.85 0.59
H -3.00 -1.46 -0.15

Results
SMILES string = NN/C(=N\S)OC=O
multiplicity = 1
E_LUMO = 0.0197 Ha
Kohn-Sham gap = 0.3396 Ha
net charge = 0
molar mass = 135.15 g mol⁻¹



What is the stability order? It is model B, model A, from most stable to least stable.



Model A:
Computed, not measured: a structure of composition C2H5N3O2S, with ωB97M-V/def2-TZVPD.

Geometry (Å):
C -0.95 -1.00 -0.89
C 0.81 2.02 -0.11
H 0.02 -1.32 2.14
H -0.19 -3.16 0.85
H 1.30 -0.45 -0.45
H -1.11 2.26 0.46
H 1.10 2.49 1.15
N 0.43 -2.00 0.90
N 0.41 -1.07 -0.50
N -0.58 1.77 -0.21
O -1.79 -1.99 -0.82
O 1.66 1.66 -1.05
S -1.11 0.79 -1.47

Results
multiplicity = 1
E_LUMO = -0.0177 Ha
Kohn-Sham gap = 0.3326 Ha
net charge = 0
molar mass = 135.15 g mol⁻¹



Model B:
Computed, not measured: an isolated molecule of C2H5N3O2S, with ωB97M-V/def2-TZVPD.

Geometry (Å):
N -2.55 -0.77 -0.02
C -1.56 0.19 -0.01
O -1.83 1.41 -0.01
N -0.26 -0.33 0.03
O -0.19 -1.74 0.05
C 0.87 0.39 -0.02
N 0.78 1.74 0.03
S 2.38 -0.36 -0.05
H -2.28 -1.71 -0.26
H -3.52 -0.45 0.01
H 0.71 -1.88 0.39
H -0.12 2.18 0.02
H 1.58 2.32 0.20

Results
SMILES string = NC(=O)N(O)C(N)=S
multiplicity = 1
E_LUMO = 0.0255 Ha
Kohn-Sham gap = 0.3531 Ha
net charge = 0
molar mass = 135.15 g mol⁻¹



What is the stability order? It is model B, model A, from most stable to least stable.



Model A:
Computed, not measured: a structure of composition C2H2Cl2S2, with ωB97M-V/def2-TZVPD.

Geometry (Å):
C 0.88 -0.62 -0.07
C -0.13 0.33 0.00
S 0.52 -2.18 -0.36
S -1.63 -0.45 -0.37
Cl 2.36 -0.07 0.53
Cl 0.11 1.98 -0.45
H -0.09 0.49 1.83
H -2.02 0.54 -1.10

Results
multiplicity = 1
E_LUMO (alpha / beta) = -0.0718 / -0.0663 Ha
Kohn-Sham gap (alpha / beta) = 0.2494 / 0.2543 Ha
net charge = 0
molar mass = 161.08 g mol⁻¹



Model B:
Computed, not measured: an isolated molecule of C2H2Cl2S2, with ωB97M-V/def2-TZVPD.

Geometry (Å):
C 0.26 0.84 -0.55
C -1.46 -0.07 0.14
S -0.50 1.19 1.02
S -1.12 -1.77 0.56
Cl 1.44 -0.41 -0.70
Cl -2.88 0.38 -0.74
H 0.69 1.71 -1.06
H -0.18 -1.34 1.49

Results
multiplicity = 1
E_LUMO (alpha / beta) = -0.0028 / -0.0028 Ha
Kohn-Sham gap (alpha / beta) = 0.3062 / 0.3063 Ha
net charge = 0
molar mass = 161.08 g mol⁻¹



What is the stability order? It is model B, model A, from most stable to least stable.



Model A:
Computed, not measured: the ion C5H10N3O with charge +1, with ωB97M-V/def2-TZVPD.

Geometry (Å):
C -1.28 2.07 -0.05
C -0.70 0.94 0.66
O 0.03 0.93 1.81
N -0.75 -0.20 0.08
C -0.33 -1.42 0.34
N -0.86 -2.38 1.08
C 1.01 -1.85 -0.14
C 1.89 -1.09 -0.84
N 1.46 0.01 -1.52
H -0.67 2.90 -0.07
H -2.06 2.67 0.40
H -1.55 1.98 -1.14
H -0.13 1.78 2.20
H -0.43 -3.28 1.23
H -1.58 -2.10 1.71
H 1.50 -2.71 0.25
H 2.84 -1.31 -0.81
H 2.01 0.31 -2.34
H 0.48 0.10 -1.65

Results
SMILES string = C/C(O)=N/C(=[NH2+])/C=C\N
multiplicity = 1
E_LUMO = -0.1267 Ha
Kohn-Sham gap = 0.3370 Ha
net charge = +1
molar mass = 128.16 g mol⁻¹



Model B:
Computed, not measured: a cluster of 2 separate species, C5H10N3O in total, with ωB97M-V/def2-TZVPD.

Geometry (Å):
C 0.62 -0.67 -3.08
C 0.33 -1.32 -1.96
C 0.53 0.77 -3.10
C -0.33 -0.30 -0.60
C -0.64 -0.89 0.73
N 0.04 1.50 -2.15
N -0.32 0.97 -0.95
N 0.07 0.68 3.80
O -1.32 0.06 1.49
H 0.99 -1.27 -3.86
H 0.47 -2.36 -1.87
H 0.72 1.27 -4.08
H 0.34 -1.05 1.13
H -1.21 -1.76 0.52
H -0.64 1.69 -0.30
H 0.64 1.36 3.29
H 0.66 -0.10 4.01
H -0.18 1.14 4.65
H -0.79 0.29 2.33

Results
multiplicity = 1
E_LUMO = -0.1637 Ha
Kohn-Sham gap = 0.3656 Ha
net charge = +1
molar mass = 128.16 g mol⁻¹



Model C:
Computed, not measured: a cluster of 2 separate species, C5H10N3O in total, with ωB97M-V/def2-TZVPD.

Geometry (Å):
C -2.20 1.33 2.61
C -2.00 0.54 1.41
C -0.74 -0.10 -1.36
C 2.40 -2.44 -1.55
C -0.23 0.70 -0.42
N -1.18 2.22 2.62
N -0.48 2.06 1.60
N -0.91 1.03 0.80
O 1.00 1.23 -0.46
H -2.90 1.41 3.40
H -2.59 -0.34 1.01
H -1.77 -0.43 -1.50
H -0.23 -0.50 -2.16
H 2.72 -3.46 -1.62
H 1.30 -2.36 -1.43
H 2.83 -2.06 -2.45
H 2.92 -2.00 -0.78
H 0.41 2.36 1.25
H 1.64 0.78 -0.97

Results
multiplicity = 1
E_LUMO = -0.1753 Ha
Kohn-Sham gap = 0.3427 Ha
net charge = +1
molar mass = 128.16 g mol⁻¹



What is the stability order? It is model A, model B, model C, from most stable to least stable.



Model A:
Computed, not measured: an isolated molecule of C3H2O, with ωB97M-V/def2-TZVPD.

Geometry (Å):
C -1.28 0.77 0.28
C -0.24 0.32 -0.05
C 0.89 -0.57 -0.22
O 1.36 -0.85 -1.31
H -2.19 1.22 0.62
H 1.47 -0.90 0.68

Results
SMILES string = C#CC=O
multiplicity = 1
E_LUMO = -0.0003 Ha
Kohn-Sham gap = 0.3900 Ha
net charge = 0
molar mass = 54.05 g mol⁻¹



Model B:
Computed, not measured: a cluster of 2 separate species, C3H2O in total, with ωB97M-V/def2-TZVPD.

Geometry (Å):
C -4.38 -0.31 -0.04
C -3.79 0.71 -0.19
C -0.88 0.05 0.17
O -0.75 -1.08 -0.18
H -0.19 0.39 1.03
H -1.50 0.86 -0.07

Results
multiplicity = 1
E_LUMO (alpha / beta) = -0.1718 / -0.1719 Ha
Kohn-Sham gap (alpha / beta) = 0.2100 / 0.2099 Ha
net charge = 0
molar mass = 54.05 g mol⁻¹



What is the stability order? It is model A, model B, from most stable to least stable.



Model A:
Computed, not measured: an isolated molecule of C19H22N2O5S, with ωB97M-V/def2-TZVPD.

Geometry (Å):
C 0.82 -2.29 -1.26
S -0.26 -1.44 -0.09
O 0.35 -0.22 0.36
O -0.65 -2.40 0.90
N -1.58 -1.02 -1.02
C -2.74 -1.88 -1.03
C -3.54 -1.89 0.29
C -3.86 -0.50 0.76
C -3.05 0.12 1.70
C -3.31 1.42 2.10
C -4.38 2.11 1.57
C -5.20 1.50 0.64
C -4.94 0.20 0.23
C -1.70 0.38 -1.36
C -0.37 0.85 -1.93
O 0.19 0.24 -2.82
N 0.08 2.02 -1.43
C 1.44 2.48 -1.71
C 2.38 1.84 -0.72
C 2.66 2.45 0.49
C 3.40 1.81 1.48
C 3.81 0.53 1.22
C 3.54 -0.09 0.00
C 2.84 0.55 -1.00
O 4.04 -1.37 0.01
C 4.63 -1.54 1.28
O 4.51 -0.34 2.02
H 0.42 -3.28 -1.41
H 1.81 -2.33 -0.83
H 0.82 -1.71 -2.18
H -2.39 -2.89 -1.23
H -3.38 -1.56 -1.85
H -4.46 -2.46 0.13
H -2.94 -2.40 1.05
H -2.20 -0.42 2.10
H -2.67 1.89 2.83
H -4.59 3.12 1.88
H -6.05 2.03 0.22
H -5.58 -0.28 -0.49
H -2.00 0.99 -0.50
H -2.46 0.48 -2.15
H -0.29 2.31 -0.54
H 1.45 3.57 -1.63
H 1.67 2.17 -2.73
H 2.29 3.45 0.67
H 3.62 2.28 2.42
H 2.63 0.07 -1.93
H 5.69 -1.80 1.17
H 4.11 -2.35 1.82

Results
SMILES string = CS(=O)(=O)N(CCc1ccccc1)CC(=O)NCc1ccc2c(c1)OCO2
multiplicity = 1
E_LUMO = 0.0267 Ha
Kohn-Sham gap = 0.3214 Ha
net charge = 0
molar mass = 390.46 g mol⁻¹



Model B:
Computed, not measured: an isolated molecule of C19H22N2O5S, with ωB97M-V/def2-TZVPD.

Geometry (Å):
C -0.79 -2.66 -2.03
C 0.66 -2.26 -1.75
N 0.78 -1.24 -0.74
C 0.56 -1.56 0.64
C -0.93 -1.74 1.02
O -1.32 -2.73 1.59
N -1.67 -0.68 0.64
C -3.04 -0.48 0.74
C -3.91 -1.41 1.31
C -5.26 -1.14 1.38
C -5.76 0.05 0.88
C -4.91 0.99 0.31
C -5.51 2.25 -0.21
C -4.57 3.26 -0.82
O -6.70 2.46 -0.14
C -3.55 0.72 0.24
S 1.08 0.34 -1.13
O 1.22 0.42 -2.56
O 0.09 1.18 -0.50
C 2.66 0.65 -0.35
C 3.78 0.05 -0.88
C 5.01 0.25 -0.28
C 5.11 1.06 0.85
O 6.26 1.33 1.51
C 7.47 0.77 1.05
C 3.96 1.67 1.37
C 2.74 1.46 0.77
H -1.37 -1.78 -2.32
H -0.82 -3.38 -2.84
H -1.25 -3.10 -1.15
H 1.10 -1.84 -2.65
H 1.24 -3.13 -1.44
H 0.98 -0.75 1.25
H 1.08 -2.49 0.90
H -1.16 0.09 0.20
H -3.51 -2.33 1.70
H -5.93 -1.86 1.82
H -6.82 0.27 0.93
H -4.05 2.83 -1.67
H -5.13 4.13 -1.14
H -3.82 3.57 -0.08
H -2.85 1.42 -0.19
H 3.69 -0.57 -1.76
H 5.89 -0.22 -0.70
H 7.44 -0.33 1.08
H 8.24 1.12 1.73
H 7.70 1.10 0.04
H 4.06 2.29 2.24
H 1.84 1.93 1.14

Results
SMILES string = CCN(CC(=O)Nc1cccc(C(C)=O)c1)S(=O)(=O)c1ccc(OC)cc1
multiplicity = 1
E_LUMO = 0.0152 Ha
Kohn-Sham gap = 0.3281 Ha
net charge = 0
molar mass = 390.46 g mol⁻¹



What is the stability order? It is model B, model A, from most stable to least stable.